1.
C40H38AsMoN4O as an isolated structure. Source: OMol25; level of theory: ωB97M-V with the def2-TZVPD basis set.

```
85
Properties=species:S:1:pos:R:3:forces:R:3:mulliken_charge:R:1
Mo 0.634 0.356 0.625 0.43 -0.25 -0.42 -0.5740
C 1.318 -0.118 -2.511 0.00 0.01 -0.08 -0.9433
N 0.592 0.689 -1.479 0.02 0.15 0.20 1.0442
C -0.105 1.720 -1.825 0.07 -0.03 0.02 -0.3880
C -0.769 2.396 -0.760 -0.15 0.06 0.08 -0.1606
C -1.527 3.512 -0.616 -0.02 0.01 -0.03 -0.4949
C -1.880 3.614 0.783 0.01 -0.02 0.02 -0.8462
C -1.322 2.568 1.433 -0.03 0.02 -0.05 -0.7465
N -0.617 1.774 0.508 -0.10 0.15 0.08 1.2013
C 0.516 -0.279 -3.771 0.00 0.00 0.02 -0.3583
C 0.726 0.569 -4.853 0.02 0.00 -0.03 -0.3360
C -0.060 0.448 -5.992 0.02 0.02 -0.01 -0.6546
C -1.058 -0.514 -6.049 -0.02 -0.02 0.01 -0.5580
C -1.266 -1.371 -4.974 0.02 0.04 0.03 -0.7484
C -0.475 -1.254 -3.843 0.00 -0.02 0.03 -0.1656
H 1.546 -1.082 -2.055 -0.03 -0.01 0.02 0.3413
H 2.263 0.389 -2.715 0.03 -0.02 0.04 0.6135
H -0.182 2.044 -2.860 -0.04 -0.09 -0.02 0.6232
H -1.818 4.199 -1.396 0.00 -0.01 0.00 0.6194
H -2.492 4.385 1.223 0.00 -0.01 0.01 0.5767
H -1.377 2.281 2.471 0.00 0.01 0.00 0.6294
H 1.523 1.306 -4.825 -0.01 0.00 0.00 0.4477
H 0.117 1.097 -6.839 -0.01 0.00 0.00 0.4302
H -1.665 -0.608 -6.939 0.00 0.00 0.00 0.4336
H -2.033 -2.133 -5.013 0.00 -0.02 -0.01 0.5363
H -0.610 -1.949 -3.022 -0.05 -0.02 0.03 0.4609
C 6.963 -0.528 3.936 -0.01 -0.03 -0.02 -0.5602
C 6.600 -1.655 3.213 0.03 0.02 0.02 -0.7074
C 5.486 -1.621 2.386 -0.01 -0.02 -0.03 -0.7241
C 4.744 -0.447 2.320 0.03 0.05 -0.10 0.7578
C 5.097 0.694 3.030 -0.01 0.02 0.04 -0.1052
C 6.220 0.644 3.841 -0.01 0.00 -0.01 -0.8147
As 3.199 -0.542 1.163 -0.17 -0.15 0.14 0.4779
C 2.655 1.368 1.005 -0.07 0.06 -0.02 1.2106
C 3.183 2.263 0.046 0.01 -0.02 0.01 -0.9857
C 3.081 3.615 0.266 -0.01 0.02 0.02 -0.9157
C 2.443 4.100 1.423 0.01 -0.02 0.00 -0.8695
C 1.893 3.248 2.362 0.01 0.02 0.01 -0.8518
C 2.009 1.870 2.173 -0.02 -0.04 -0.11 1.1786
C 1.445 0.806 3.019 -0.01 -0.05 0.03 1.5879
C 0.669 0.986 4.171 -0.01 0.03 -0.02 -0.7959
C 0.243 -0.123 4.876 0.00 -0.02 0.00 -0.9114
C 0.556 -1.418 4.443 -0.01 0.01 0.01 -0.8638
C 1.298 -1.615 3.295 0.00 -0.01 -0.01 -0.7391
C 1.754 -0.505 2.569 0.02 0.01 0.06 -0.1551
H 7.839 -0.556 4.570 0.00 0.00 0.00 0.4259
H 7.189 -2.560 3.278 0.00 0.00 0.00 0.4305
H 5.221 -2.493 1.800 0.00 0.00 0.01 0.3797
H 4.530 1.613 2.953 0.02 0.00 0.01 0.3717
H 6.520 1.522 4.396 0.00 0.00 0.00 0.4462
H 3.692 1.884 -0.832 0.00 0.01 0.00 0.6017
H 3.504 4.316 -0.442 0.00 -0.01 0.00 0.5495
H 2.384 5.170 1.580 0.00 0.00 0.00 0.5030
H 1.406 3.650 3.241 0.00 0.01 0.00 0.5138
H 0.437 1.980 4.532 0.00 0.00 0.00 0.5766
H -0.334 0.009 5.782 0.00 0.00 0.00 0.5160
H 0.221 -2.268 5.022 0.00 0.00 -0.01 0.5259
H 1.550 -2.622 2.985 0.01 0.00 0.01 0.5814
C -4.826 0.193 0.457 0.02 0.00 -0.05 -0.9181
C -4.743 -1.318 0.284 -0.06 0.06 0.04 -0.7451
N -4.573 -1.727 -1.106 0.02 0.01 0.03 0.1708
C -5.719 -1.565 -2.019 -0.02 0.03 -0.08 -0.7615
C -5.495 -0.464 -3.044 0.01 0.00 0.04 -0.9551
C -3.509 -2.385 -1.582 -0.13 -0.05 -0.11 0.3754
O -3.430 -2.882 -2.694 0.03 0.06 0.01 -0.6272
C -2.249 -2.520 -0.756 0.07 -0.07 -0.04 0.0207
C -1.617 -3.762 -0.735 0.05 0.01 0.00 -0.5309
C -0.337 -3.866 -0.215 -0.02 0.01 0.00 -1.4246
C 0.304 -2.726 0.221 -0.04 -0.01 0.05 -0.5355
N -0.296 -1.518 0.199 0.02 0.10 0.03 0.7335
C -1.565 -1.429 -0.273 0.02 0.06 0.04 -0.0281
H -4.919 0.447 1.513 -0.01 0.01 0.01 0.3938
H -5.699 0.595 -0.057 0.01 0.01 0.01 0.3750
H -3.947 0.701 0.045 0.02 -0.03 0.03 0.1468
H -5.665 -1.768 0.656 0.02 -0.05 0.00 0.4535
H -3.937 -1.743 0.883 0.00 0.01 -0.01 0.3738
H -6.590 -1.354 -1.401 0.00 -0.01 0.01 0.4045
H -5.886 -2.517 -2.522 0.00 -0.01 0.02 0.4290
H -5.316 0.497 -2.559 -0.01 0.00 -0.01 0.2562
H -6.377 -0.364 -3.676 0.00 0.00 0.00 0.4015
H -4.647 -0.703 -3.685 0.00 0.00 0.00 0.2359
H -2.123 -4.620 -1.160 0.00 -0.01 0.01 0.6069
H 0.180 -4.815 -0.177 0.01 0.00 -0.01 0.4810
H 1.322 -2.762 0.580 0.00 0.02 -0.01 0.7222
H -2.019 -0.446 -0.285 0.01 0.00 -0.03 0.3275
```
Positions in Å, forces in eV/Å.

energy = -112772.961 eV
E_HOMO (spin up / spin down) = -16.0 / -16.0 eV
HOMO-LUMO gap (spin up / spin down) = 4.86 / 5.27 eV
E_LUMO (spin up / spin down) = -11.17 / -10.76 eV
total charge = +3
2S+1 = 3

---

2.
C40H38ClN4O6ReSi as an isolated structure. Source: OMol25; level of theory: ωB97M-V with the def2-TZVPD basis set.

```
91
Properties=species:S:1:pos:R:3:forces:R:3:mulliken_charge:R:1
Re -0.806 0.228 -0.124 -0.11 -0.09 -0.28 2.0388
O 1.434 4.933 1.994 -0.02 -0.17 -0.20 -0.7743
C 2.111 4.128 2.826 0.08 -0.08 0.02 0.2538
C 3.245 4.639 3.465 -0.01 0.01 0.00 -0.6805
C 3.991 3.839 4.310 0.00 0.00 0.01 -0.2894
C 3.629 2.513 4.531 0.02 0.00 0.00 -0.8984
C 2.506 2.006 3.899 -0.01 -0.06 0.00 -0.4537
C 1.728 2.793 3.054 0.06 0.00 -0.11 0.5943
C 0.500 2.248 2.387 -0.33 0.13 0.28 0.7007
O -0.241 3.035 1.732 0.33 -0.07 -0.10 -0.9489
N 0.254 0.967 2.624 0.05 0.03 -0.17 -0.7343
N -0.861 0.527 1.907 -0.07 -0.03 0.07 0.3105
C -1.864 0.136 2.628 0.11 0.05 -0.02 -0.1132
C -3.160 -0.249 2.149 -0.03 -0.02 0.00 0.5487
C -4.097 -0.751 3.071 0.03 0.00 -0.01 -0.8355
C -5.391 -1.018 2.699 -0.01 -0.01 0.01 -0.7019
C -5.796 -0.751 1.384 -0.03 -0.01 -0.01 -0.5092
C -4.914 -0.233 0.468 0.03 0.01 -0.01 -0.7239
C -3.574 0.001 0.825 0.00 0.03 0.03 0.4993
O -2.749 0.489 -0.077 0.00 0.06 0.05 -0.6930
H 0.711 4.348 1.613 -0.17 0.19 0.25 0.3520
H 3.521 5.668 3.270 -0.01 -0.02 0.01 0.4243
H 4.867 4.251 4.798 -0.01 -0.01 -0.01 0.3556
H 4.220 1.881 5.182 -0.02 0.01 -0.01 0.4209
H 2.207 0.976 4.044 0.00 0.01 0.00 0.4882
H -1.706 0.169 3.703 0.00 0.02 0.04 0.4460
H -3.773 -0.923 4.091 -0.01 0.00 -0.02 0.3819
H -6.096 -1.419 3.416 0.01 0.01 -0.01 0.3947
H -6.818 -0.953 1.086 0.01 0.00 0.00 0.3915
H -5.207 -0.018 -0.552 0.00 -0.01 0.02 0.4439
C 2.187 -0.898 0.124 -0.01 -0.01 -0.04 -1.7667
N 1.287 0.237 -0.146 0.10 -0.06 -0.05 0.5340
C 1.822 1.316 -0.663 -0.02 -0.05 0.05 -0.0643
C 0.983 2.347 -1.101 0.00 0.03 0.03 -0.3108
C 1.174 3.574 -1.746 0.03 -0.01 -0.05 -0.9705
C -0.101 4.060 -2.021 0.00 0.04 -0.04 -1.0222
C -1.015 3.110 -1.540 -0.04 -0.04 0.01 -0.6795
N -0.366 2.091 -0.977 -0.06 0.11 0.06 0.4189
C 2.581 -1.145 1.561 -0.01 0.02 0.02 0.7581
C 1.727 -1.805 2.442 0.01 0.01 0.02 0.1737
C 2.143 -2.103 3.730 -0.01 0.02 0.00 -0.9941
C 3.418 -1.750 4.158 -0.01 0.01 0.02 -0.6498
C 4.271 -1.087 3.291 0.00 0.03 0.00 -0.7448
C 3.850 -0.788 2.001 -0.02 0.04 -0.01 -0.2838
H 3.098 -0.745 -0.460 0.02 0.00 -0.01 0.8264
H 1.698 -1.780 -0.284 -0.03 -0.01 0.01 0.0324
H 2.901 1.386 -0.774 0.01 0.00 0.01 0.4583
H 2.121 4.033 -1.985 -0.04 -0.01 0.02 0.5737
H -0.352 4.993 -2.502 0.01 -0.02 0.00 0.5035
H -2.095 3.137 -1.557 0.04 0.00 0.00 0.5625
H 0.734 -2.080 2.109 0.02 0.01 0.00 0.4840
H 1.465 -2.612 4.406 0.02 0.01 -0.01 0.4179
H 3.740 -1.987 5.165 0.00 0.01 -0.01 0.3672
H 5.262 -0.792 3.616 -0.01 -0.01 0.00 0.4036
H 4.520 -0.268 1.324 -0.01 -0.02 0.02 0.3740
C -0.772 -5.194 2.386 -0.01 0.00 0.02 -0.8900
Si -0.853 -4.807 0.552 0.01 0.04 0.00 -0.1371
C -2.361 -5.637 -0.195 0.00 -0.01 0.00 -1.0423
C 0.700 -5.416 -0.301 0.00 -0.02 0.00 -0.9809
C -0.946 -3.004 0.328 -0.04 -0.04 -0.09 -0.5617
C -0.893 -1.794 0.155 0.02 -0.04 0.13 0.8892
H -0.691 -6.270 2.566 0.00 0.03 -0.01 0.3475
H -1.667 -4.829 2.896 0.03 -0.01 -0.01 0.2907
H 0.096 -4.705 2.837 -0.02 -0.02 -0.01 0.1784
H -2.351 -6.717 -0.018 0.00 0.02 -0.01 0.2979
H -2.396 -5.468 -1.274 0.00 0.00 0.03 0.2947
H -3.277 -5.227 0.237 0.03 -0.01 0.00 0.3103
H 0.778 -6.506 -0.265 0.00 0.03 0.00 0.3557
H 1.586 -4.992 0.177 -0.03 -0.01 -0.01 0.2974
H 0.707 -5.099 -1.347 0.00 -0.01 0.03 0.2938
C -2.848 2.088 -5.451 -0.03 0.00 -0.01 -1.4472
C -1.351 2.019 -5.513 0.03 0.03 0.04 1.0374
C -0.590 3.095 -5.935 -0.01 0.01 0.04 -0.7653
C 0.795 3.013 -5.949 0.01 0.02 0.02 0.2175
Cl 1.726 4.400 -6.461 0.00 0.00 -0.01 -0.2794
C 1.440 1.867 -5.544 0.05 -0.01 0.02 -0.8785
C 0.692 0.773 -5.122 -0.01 -0.02 0.03 -0.6417
C -0.693 0.848 -5.111 -0.03 -0.05 -0.05 0.8890
O -1.513 -0.173 -4.746 -0.04 -0.04 -0.02 -0.4539
C -0.920 -1.335 -4.192 0.13 0.21 -0.01 -1.0993
C -0.225 -1.086 -2.846 -0.09 -0.21 0.21 0.7866
O 0.804 -1.679 -2.568 -0.13 0.12 -0.16 -0.6493
O -0.885 -0.265 -2.101 0.20 -0.03 -0.11 -0.6524
H -3.197 3.091 -5.696 0.01 -0.02 0.00 0.4082
H -3.202 1.824 -4.452 0.02 0.01 -0.01 0.2278
H -3.305 1.379 -6.146 0.01 0.01 0.02 0.3146
H -1.077 4.015 -6.234 0.01 -0.02 0.00 0.3561
H 2.521 1.821 -5.543 -0.02 0.00 0.00 0.4339
H 1.206 -0.121 -4.795 -0.02 0.04 0.02 0.4149
H -0.210 -1.790 -4.884 0.00 -0.01 -0.01 0.3709
H -1.752 -2.018 -4.022 0.04 -0.07 0.04 0.3757
```
Positions in Å, forces in eV/Å.

energy = -82875.869 eV
E_HOMO (spin up / spin down) = -5.1 / -5.0 eV
HOMO-LUMO gap (spin up / spin down) = 6.33 / 6.55 eV
E_LUMO (spin up / spin down) = 1.21 / 1.58 eV
total charge = -1
2S+1 = 2